{"formula": "C4H17N2O2", "method": "ωB97M-V/def2-TZVPD", "symbols": ["C", "N", "C", "N", "C", "C", "H", "H", "H", "H", "H", "H", "H", "H", "H", "H", "H", "H", "H", "H", "H", "O", "H", "H", "O"], "xyz": [[0.84, 1.82, -0.39], [-0.41, 2.36, 0.12], [0.78, 0.31, -0.58], [-0.09, -0.32, 0.49], [0.33, 0.07, 1.86], [0.26, -0.13, -1.98], [1.70, 2.11, 0.21], [1.07, 2.21, -1.38], [-0.25, 3.20, 0.67], [-1.00, 2.68, -0.64], [1.75, -0.16, -0.49], [-0.29, -1.31, 0.41], [-0.96, 0.17, 0.34], [0.34, -0.74, 2.59], [-0.37, 0.77, 2.29], [1.29, 0.55, 1.89], [0.67, 0.55, -2.70], [-0.84, -0.06, -1.97], [0.43, -1.18, -2.09], [1.55, -2.76, -1.41], [1.28, -3.80, -0.37], [1.22, -2.85, -0.50], [-3.07, -1.95, 1.27], [-3.50, -0.50, 1.09], [-2.73, -1.05, 1.29]], "multiplicity": 1, "largest_force_ha_per_bohr": 0.04149, "total_energy_ha": -422.362893, "charge": 1, "homo_lumo_gap_ev": 11.19, "relative_energy_ev": 0.811, "homo_energy_ev": -13.801}

***

{"formula": "C25H52O13S", "method": "ωB97M-V/def2-TZVPD", "symbols": ["C", "C", "O", "S", "C", "O", "O", "H", "H", "H", "H", "H", "H", "H", "H", "C", "O", "C", "O", "O", "C", "H", "H", "H", "H", "H", "H", "C", "O", "C", "O", "O", "C", "H", "H", "H", "H", "H", "H", "C", "C", "C", "O", "C", "H", "H", "H", "H", "H", "H", "H", "H", "C", "C", "C", "O", "C", "H", "H", "H", "H", "H", "H", "H", "H", "C", "C", "C", "O", "C", "H", "H", "H", "H", "H", "H", "H", "H", "C", "C", "C", "O", "C", "H", "H", "H", "H", "H", "H", "H", "H"], "xyz": [[18.05, -5.21, -11.94], [18.53, -6.67, -11.86], [17.38, -7.50, -11.84], [17.61, -9.03, -11.53], [17.62, -8.83, -9.70], [16.39, -9.78, -11.86], [18.89, -9.52, -12.02], [18.84, -4.49, -11.73], [17.27, -5.01, -11.21], [17.72, -4.92, -12.94], [19.16, -6.81, -12.74], [19.28, -6.81, -11.08], [17.07, -7.92, -9.44], [18.65, -8.68, -9.40], [17.19, -9.69, -9.18], [24.72, -4.79, -17.44], [23.68, -5.72, -17.54], [22.66, -5.38, -18.38], [22.44, -4.29, -18.92], [21.88, -6.34, -18.30], [20.56, -6.31, -18.94], [24.69, -4.36, -16.43], [24.81, -4.07, -18.25], [25.67, -5.32, -17.48], [19.93, -5.51, -18.56], [20.02, -7.26, -18.92], [20.70, -6.00, -19.98], [24.53, -4.51, -10.72], [23.16, -4.69, -11.07], [22.60, -5.94, -10.86], [21.60, -6.26, -11.47], [23.18, -6.65, -9.88], [22.71, -7.87, -9.57], [24.89, -3.71, -11.37], [25.17, -5.38, -10.83], [24.60, -4.13, -9.70], [23.43, -8.50, -9.05], [22.34, -8.44, -10.43], [21.86, -7.65, -8.93], [20.87, -3.43, -15.44], [21.59, -4.34, -14.52], [20.91, -5.68, -14.76], [19.52, -5.26, -14.87], [19.48, -4.02, -15.53], [21.38, -3.45, -16.41], [20.81, -2.41, -15.06], [21.38, -4.01, -13.51], [22.66, -4.25, -14.73], [20.96, -6.44, -13.98], [21.21, -6.17, -15.69], [18.79, -3.27, -15.13], [19.31, -4.12, -16.60], [17.29, -10.03, -16.24], [17.83, -9.16, -15.08], [19.28, -9.54, -15.08], [19.56, -9.41, -16.44], [18.49, -9.94, -17.17], [16.32, -9.78, -16.68], [17.12, -11.01, -15.80], [17.45, -9.54, -14.13], [17.72, -8.08, -15.14], [19.58, -10.56, -14.81], [19.90, -8.93, -14.43], [18.75, -10.94, -17.52], [18.29, -9.29, -18.02], [24.76, -8.48, -15.48], [23.61, -7.81, -14.78], [23.61, -8.36, -13.38], [24.34, -9.60, -13.43], [25.31, -9.44, -14.48], [25.62, -7.89, -15.81], [24.55, -8.95, -16.43], [22.65, -8.09, -15.22], [23.58, -6.72, -14.70], [22.65, -8.65, -12.94], [24.03, -7.65, -12.67], [25.59, -10.37, -14.98], [26.25, -9.11, -14.04], [17.07, -0.76, -11.30], [17.94, -0.73, -12.54], [19.34, -1.16, -12.08], [19.13, -1.71, -10.77], [18.00, -1.05, -10.16], [16.28, -1.51, -11.31], [16.75, 0.27, -11.15], [17.93, 0.20, -13.11], [17.46, -1.53, -13.11], [19.97, -0.27, -12.09], [19.73, -1.96, -12.70], [18.34, -0.24, -9.51], [17.51, -1.71, -9.45]], "smiles": "CCOS(C)(=O)=O.COC(=O)OC.COC(=O)OC.C1CCOC1.C1CCOC1.C1CCOC1.C1CCOC1", "multiplicity": 1, "largest_force_ha_per_bohr": 0.11592, "total_energy_ha": -2359.901890, "homo_lumo_gap_ev": 9.56, "homo_energy_ev": -9.081}

***

{"formula": "C3H13O5", "method": "ωB97M-V/def2-TZVPD", "symbols": ["C", "O", "C", "C", "O", "H", "H", "H", "H", "H", "H", "H", "H", "H", "O", "H", "H", "O", "H", "H", "O"], "xyz": [[-0.88, -0.88, 1.51], [-1.34, -1.15, 0.20], [0.63, -1.12, 1.82], [1.47, -0.05, 1.21], [1.47, 1.23, 1.90], [-1.13, 0.15, 1.82], [-1.48, -1.50, 2.21], [1.05, -2.09, 1.61], [0.79, -1.05, 2.92], [2.54, -0.30, 1.20], [1.19, 0.18, 0.18], [0.95, 1.78, 1.31], [-2.37, 1.14, -1.04], [-1.22, 1.46, -1.72], [-2.17, 1.76, -1.76], [0.39, -0.19, -2.07], [0.56, 1.53, -2.97], [0.53, 1.20, -2.07], [-0.72, -1.15, -0.57], [-0.14, -1.67, -2.49], [0.48, -1.27, -1.87]], "multiplicity": 1, "largest_force_ha_per_bohr": 0.04235, "total_energy_ha": -498.323443, "charge": -1, "homo_lumo_gap_ev": 8.72, "relative_energy_ev": 0.386, "homo_energy_ev": -4.964}

***

{"formula": "C68H83N6O6", "method": "ωB97M-V/def2-TZVPD", "symbols": ["C", "O", "C", "C", "C", "C", "C", "C", "O", "N", "C", "C", "C", "C", "N", "C", "C", "C", "C", "C", "C", "C", "C", "C", "C", "C", "O", "C", "C", "O", "C", "H", "H", "H", "H", "H", "H", "H", "H", "H", "H", "H", "H", "H", "H", "H", "H", "H", "H", "H", "H", "H", "H", "H", "H", "H", "H", "H", "H", "H", "H", "H", "C", "C", "C", "C", "C", "C", "C", "C", "C", "C", "C", "C", "C", "C", "N", "C", "C", "C", "C", "C", "C", "N", "O", "O", "C", "C", "N", "C", "C", "C", "C", "C", "C", "C", "C", "C", "C", "C", "C", "C", "C", "C", "C", "C", "C", "C", "C", "C", "N", "H", "H", "H", "H", "H", "H", "H", "H", "H", "H", "H", "H", "H", "H", "H", "H", "H", "H", "H", "H", "H", "H", "H", "H", "H", "H", "H", "H", "H", "H", "H", "H", "H", "H", "H", "H", "H", "H", "H", "H", "H", "H", "H", "H", "H", "H", "H", "H", "H", "H", "H", "H"], "xyz": [[7.23, -6.56, 0.57], [7.79, -5.26, 0.86], [6.96, -4.18, 0.86], [5.61, -4.20, 0.50], [4.74, -3.28, 1.08], [3.24, -3.47, 0.97], [2.61, -3.84, 2.31], [3.06, -5.24, 2.76], [4.20, -5.63, 3.01], [1.93, -6.00, 2.87], [2.01, -7.41, 3.19], [0.69, -5.35, 2.46], [0.22, -5.95, 1.13], [-0.34, -5.56, 3.59], [1.15, -3.96, 2.30], [0.35, -2.92, 1.96], [-1.03, -3.04, 1.76], [-1.95, -2.01, 1.56], [-3.38, -2.23, 1.52], [-4.27, -1.13, 1.54], [-5.64, -1.27, 1.40], [-6.21, -2.55, 1.38], [-5.36, -3.66, 1.42], [-3.97, -3.52, 1.44], [5.23, -2.23, 1.85], [6.61, -2.10, 2.08], [7.20, -1.22, 2.93], [6.46, -0.07, 3.39], [7.49, -3.02, 1.48], [8.84, -2.92, 1.68], [9.35, -3.38, 2.97], [8.03, -7.26, 0.82], [6.34, -6.76, 1.19], [6.97, -6.64, -0.49], [5.22, -5.00, -0.13], [2.77, -2.54, 0.61], [3.01, -4.27, 0.26], [2.94, -3.13, 3.09], [3.05, -7.66, 3.41], [1.38, -7.64, 4.06], [1.66, -8.02, 2.34], [1.02, -5.86, 0.38], [-0.04, -7.01, 1.26], [-0.66, -5.43, 0.73], [0.16, -5.39, 4.55], [-1.19, -4.88, 3.52], [-0.72, -6.59, 3.57], [0.84, -1.94, 1.88], [-1.43, -4.05, 1.81], [-1.58, -0.98, 1.57], [-3.84, -0.14, 1.66], [-6.27, -0.38, 1.32], [-7.29, -2.67, 1.36], [-5.79, -4.66, 1.43], [-3.34, -4.41, 1.39], [4.53, -1.52, 2.31], [7.18, 0.53, 3.94], [6.07, 0.51, 2.53], [5.62, -0.36, 4.05], [10.43, -3.19, 2.91], [8.90, -2.80, 3.79], [9.15, -4.45, 3.08], [-2.98, 3.15, -4.00], [-4.09, 2.11, -4.01], [-5.17, 2.43, -2.96], [-4.74, 2.22, -5.40], [-3.63, 0.65, -3.74], [-4.56, -0.30, -4.17], [-4.20, -1.63, -4.32], [-2.93, -2.05, -3.93], [-2.05, -1.18, -3.30], [-0.69, -1.76, -2.82], [0.50, -1.06, -3.51], [-0.57, -3.25, -3.13], [-0.62, -1.65, -1.31], [-2.45, 0.18, -3.10], [-1.59, 1.11, -2.36], [-1.65, 1.61, -1.07], [-2.19, 0.99, 0.05], [-2.62, 1.69, 1.26], [-1.94, 1.62, 2.52], [-2.38, 2.36, 3.60], [-3.52, 3.17, 3.45], [-3.59, 4.39, 4.16], [-4.54, 5.17, 3.89], [-2.67, 4.68, 4.97], [-4.39, 3.02, 2.34], [-3.91, 2.31, 1.26], [-0.87, 2.78, -1.10], [-0.54, 3.59, 0.06], [0.48, 3.20, 0.93], [1.61, 2.15, 0.71], [2.93, 2.93, 0.61], [1.51, 1.27, -0.53], [1.65, 1.17, 1.89], [0.59, 3.86, 2.17], [-0.29, 4.85, 2.55], [-1.21, 5.32, 1.62], [-1.31, 4.76, 0.35], [-2.29, 5.46, -0.65], [-2.83, 6.78, -0.08], [-3.49, 4.55, -0.89], [-1.60, 5.84, -1.96], [-0.24, 2.81, -2.34], [0.78, 3.76, -2.80], [1.41, 4.73, -1.99], [2.36, 5.59, -2.54], [2.69, 5.49, -3.90], [2.05, 4.55, -4.72], [1.10, 3.69, -4.18], [-0.67, 1.83, -3.12], [-2.15, 2.86, -4.65], [-3.37, 4.11, -4.36], [-2.61, 3.32, -3.00], [-6.06, 1.82, -3.15], [-4.81, 2.19, -1.95], [-5.45, 3.49, -3.00], [-5.67, 1.64, -5.48], [-5.00, 3.27, -5.60], [-4.04, 1.89, -6.17], [-5.57, 0.00, -4.44], [-4.90, -2.34, -4.75], [-2.67, -3.09, -4.09], [0.36, 0.01, -3.64], [1.42, -1.23, -2.94], [0.63, -1.50, -4.51], [-1.37, -3.82, -2.65], [-0.59, -3.44, -4.21], [0.38, -3.63, -2.74], [-1.47, -2.18, -0.86], [0.30, -2.09, -0.91], [-0.69, -0.62, -0.98], [-2.60, 0.00, -0.14], [-1.04, 0.99, 2.63], [-1.82, 2.43, 4.54], [-5.36, 3.52, 2.34], [-4.53, 2.20, 0.36], [3.15, 3.49, 1.52], [3.76, 2.24, 0.40], [2.87, 3.65, -0.22], [0.53, 0.79, -0.57], [1.71, 1.83, -1.45], [2.27, 0.47, -0.48], [0.86, 0.41, 1.77], [2.62, 0.65, 1.91], [1.50, 1.64, 2.87], [1.37, 3.56, 2.87], [-0.30, 5.25, 3.57], [-1.82, 6.17, 1.92], [-2.01, 7.47, 0.14], [-3.49, 7.26, -0.82], [-3.43, 6.61, 0.82], [-3.16, 3.51, -1.03], [-4.16, 4.57, -0.02], [-4.05, 4.88, -1.78], [-1.32, 4.96, -2.54], [-2.27, 6.44, -2.58], [-0.70, 6.42, -1.76], [1.13, 4.83, -0.93], [2.83, 6.34, -1.89], [3.44, 6.17, -4.32], [2.28, 4.49, -5.78], [0.58, 2.95, -4.79]], "multiplicity": 1, "largest_force_ha_per_bohr": 0.06669, "total_energy_ha": -3420.524391, "charge": 1, "homo_lumo_gap_ev": 4.77, "homo_energy_ev": -9.390}

***

{"formula": "CH12O5", "method": "ωB97M-V/def2-TZVPD", "symbols": ["C", "O", "H", "H", "H", "H", "O", "H", "H", "O", "H", "H", "O", "H", "H", "O", "H", "H"], "xyz": [[-0.34, -1.92, -2.93], [-0.25, -1.47, -1.61], [0.55, -2.44, -3.30], [-1.19, -2.64, -2.97], [-0.39, -1.02, -3.61], [0.01, -0.48, -1.57], [1.63, 0.51, 2.09], [2.52, 0.35, 1.78], [0.94, -0.10, 1.85], [0.60, 1.05, -1.89], [1.40, 1.18, -1.38], [0.28, 1.93, -2.21], [-2.41, -0.59, 4.39], [-2.64, -1.47, 4.10], [-1.96, -0.70, 5.23], [0.57, 2.64, 0.51], [0.96, 2.22, 1.27], [-0.28, 2.95, 0.25]], "smiles": "CO.O.O.O.O", "multiplicity": 1, "largest_force_ha_per_bohr": 0.05965, "total_energy_ha": -421.437810, "homo_lumo_gap_ev": 9.75, "relative_energy_ev": 1.578, "homo_energy_ev": -9.322}

***

{"formula": "C4H9BrO2S", "method": "ωB97M-V/def2-TZVPD", "symbols": ["C", "C", "C", "C", "O", "O", "S", "Br", "H", "H", "H", "H", "H", "H", "H", "H", "H"], "xyz": [[-0.69, 2.17, -0.47], [1.33, -1.76, -1.43], [-1.01, 1.59, 0.92], [-1.64, 0.45, 1.16], [1.15, -2.15, 1.09], [1.98, 0.03, 0.43], [0.83, -0.81, 0.12], [-2.23, -0.70, -0.24], [0.03, 3.07, -0.38], [-0.37, 1.44, -1.13], [-1.69, 2.61, -0.83], [1.93, -2.63, -1.05], [0.51, -1.98, -1.92], [1.98, -1.20, -1.98], [0.51, -2.47, 1.64], [-0.81, 2.01, 1.86], [-1.78, 0.31, 2.22]], "multiplicity": 1, "largest_force_ha_per_bohr": 0.10288, "total_energy_ha": -3280.381682, "homo_lumo_gap_ev": 9.61, "relative_energy_ev": 2.142, "homo_energy_ev": -9.040}

***

{"formula": "C2HO2S2", "method": "ωB97M-V/def2-TZVPD", "symbols": ["C", "C", "O", "O", "S", "S", "H"], "xyz": [[0.01, -1.23, 0.00], [-0.03, 0.36, 0.18], [1.15, -1.69, 0.13], [-1.10, -1.67, -0.24], [-0.93, 1.38, -0.89], [-0.81, 1.60, 1.10], [1.70, 1.24, -0.29]], "multiplicity": 1, "largest_force_ha_per_bohr": 0.08377, "total_energy_ha": -1023.581590, "charge": -1, "homo_lumo_gap_ev": [7.26, 7.38], "relative_energy_ev": 3.910, "homo_energy_ev": [-4.104, -4.221]}

***

{"formula": "C17H16N2S6Tl", "method": "ωB97M-V/def2-TZVPD", "symbols": ["Tl", "C", "C", "C", "C", "C", "C", "C", "H", "H", "H", "H", "H", "H", "H", "H", "S", "C", "S", "C", "C", "S", "S", "S", "N", "C", "S", "N", "C", "C", "C", "C", "C", "C", "H", "H", "H", "H", "H", "H", "H", "H"], "xyz": [[-0.28, 0.34, -2.32], [-3.84, 2.43, -1.97], [-2.48, 2.41, -1.32], [-1.46, 3.25, -1.76], [-0.23, 3.28, -1.12], [0.01, 2.46, -0.02], [-0.99, 1.60, 0.42], [-2.23, 1.59, -0.22], [-4.38, 1.51, -1.78], [-3.75, 2.57, -3.05], [-4.43, 3.25, -1.58], [-1.65, 3.92, -2.59], [0.54, 3.97, -1.45], [0.95, 2.51, 0.51], [-0.83, 0.99, 1.30], [-3.03, 0.96, 0.17], [-3.28, -7.28, -1.45], [-2.70, -5.78, -1.51], [-0.98, -5.43, -1.67], [-1.08, -3.70, -1.65], [-2.44, -3.16, -1.56], [-2.83, -1.57, -1.59], [-3.70, -4.35, -1.43], [0.30, -2.81, -1.69], [3.56, -2.09, -1.14], [3.03, -1.02, -0.53], [2.74, 0.37, -1.46], [2.77, -1.17, 0.78], [2.42, -0.23, 1.79], [2.86, 1.09, 1.81], [2.52, 1.92, 2.87], [1.75, 1.44, 3.92], [1.32, 0.12, 3.91], [1.66, -0.71, 2.85], [3.74, -2.04, -2.13], [3.72, -2.97, -0.68], [2.85, -2.12, 1.14], [3.47, 1.46, 1.01], [2.87, 2.94, 2.87], [1.50, 2.09, 4.75], [0.73, -0.27, 4.73], [1.32, -1.75, 2.86]], "multiplicity": 1, "largest_force_ha_per_bohr": 0.02791, "total_energy_ha": -3328.340280, "charge": 1, "homo_lumo_gap_ev": 5.57, "relative_energy_ev": 0.115, "homo_energy_ev": -11.213}

***

{"formula": "C6H9NO2S", "method": "ωB97M-V/def2-TZVPD", "symbols": ["C", "C", "C", "C", "C", "C", "N", "O", "O", "S", "H", "H", "H", "H", "H", "H", "H", "H", "H"], "xyz": [[3.34, 1.79, 0.13], [4.38, 0.96, 0.14], [2.19, -0.05, 0.06], [-1.09, -0.43, -1.26], [-1.68, -1.04, 1.13], [-0.60, -0.47, 0.19], [2.08, 1.18, 0.16], [4.33, -1.52, -0.87], [0.52, -1.24, 0.35], [3.85, -0.78, 0.29], [3.35, 2.86, 0.08], [5.43, 1.21, 0.12], [-2.00, 0.16, -1.34], [-0.32, 0.02, -1.89], [-1.28, -1.44, -1.62], [-1.92, -2.06, 0.84], [-2.57, -0.42, 1.06], [-1.32, -1.04, 2.15], [-0.40, 0.56, 0.53]], "multiplicity": 1, "largest_force_ha_per_bohr": 0.08721, "total_energy_ha": -837.251086, "homo_lumo_gap_ev": [8.43, 8.43], "relative_energy_ev": 5.649, "homo_energy_ev": [-9.592, -9.597]}

***

{"formula": "C22H26N4NiO3", "method": "ωB97M-V/def2-TZVPD", "symbols": ["C", "C", "H", "H", "C", "C", "H", "H", "C", "H", "H", "H", "C", "H", "H", "H", "Ni", "O", "C", "O", "C", "O", "N", "C", "C", "H", "H", "H", "H", "C", "C", "H", "H", "H", "N", "C", "C", "C", "C", "C", "N", "C", "C", "C", "C", "C", "N", "H", "H", "H", "H", "H", "H", "H", "H", "H"], "xyz": [[-0.99, -2.29, -6.81], [-1.75, -1.28, -7.23], [-1.46, -3.06, -6.17], [0.11, -2.28, -6.87], [-2.13, 0.05, -6.80], [-1.94, 0.67, -5.55], [-2.45, 0.25, -4.67], [-1.93, 1.73, -5.67], [-2.05, -1.82, -8.60], [-1.70, -2.87, -8.69], [-1.48, -1.21, -9.32], [-3.15, -1.79, -8.69], [-2.75, 0.71, -8.02], [-3.67, 0.21, -8.36], [-2.04, 0.65, -8.86], [-2.98, 1.76, -7.92], [0.11, 0.16, 0.24], [0.34, -0.27, -1.53], [1.37, -0.29, -2.29], [1.68, 1.63, -0.31], [2.11, 1.81, -1.47], [2.71, 2.92, -1.86], [2.04, 0.91, -2.52], [3.02, 2.85, -3.31], [2.40, 1.56, -3.80], [4.11, 2.85, -3.43], [2.61, 3.76, -3.75], [3.06, 0.95, -4.42], [1.50, 1.83, -4.38], [1.62, -1.57, -2.84], [0.91, -2.54, -2.19], [2.21, -1.83, -3.74], [-0.06, -2.07, -2.45], [0.96, -3.49, -2.75], [-0.03, -1.75, 2.51], [0.28, -0.45, 2.91], [0.64, -0.16, 4.22], [0.82, 1.16, 4.60], [0.62, 2.16, 3.65], [0.31, 1.84, 2.35], [0.18, 0.53, 2.00], [-0.97, -2.10, 1.55], [-1.69, -3.29, 1.70], [-2.72, -3.57, 0.81], [-2.97, -2.66, -0.23], [-2.16, -1.53, -0.36], [-1.17, -1.24, 0.53], [0.10, -2.44, 3.25], [0.77, -1.00, 4.89], [1.11, 1.41, 5.62], [0.72, 3.21, 3.90], [0.20, 2.56, 1.54], [-1.42, -3.94, 2.53], [-3.32, -4.46, 0.92], [-3.77, -2.82, -0.95], [-2.29, -0.83, -1.18]], "multiplicity": 3, "largest_force_ha_per_bohr": 0.11389, "total_energy_ha": -2806.170768, "charge": 2, "homo_lumo_gap_ev": [2.79, 4.99], "homo_energy_ev": [-11.178, -13.106]}